Record 1
A molecular structure, C38H44O2PSSbSe4W. Source: the OMol25 dataset; level of theory: ωB97M-V/def2-TZVPD.

```
92
Properties=species:S:1:pos:R:3
W 0.66154 0.86145 0.66994
Se 3.02875 1.30315 0.16438
Se 3.81213 3.52602 0.04224
Se 2.02569 4.40335 -1.16515
Se 0.38029 3.29690 0.09338
S -1.72154 1.70689 1.09971
Sb -2.18683 1.88092 -1.23540
C -0.83528 0.70380 -2.37541
C -1.28508 -0.49177 -2.91373
C -0.37617 -1.34429 -3.53094
C 0.96734 -1.00105 -3.60463
C 1.39042 0.23853 -3.14121
C 0.50285 1.09306 -2.50098
C -4.22173 1.38607 -1.43950
C -4.74969 0.14852 -1.07856
C -6.11757 -0.05764 -1.18038
C -6.94720 0.96394 -1.63133
C -6.41419 2.19370 -1.98873
C -5.04562 2.41314 -1.89844
C -2.02225 3.73421 -2.20742
C -1.51863 3.71412 -3.50098
C -1.46254 4.90864 -4.21412
C -1.91125 6.08828 -3.63477
C -2.41994 6.08932 -2.33960
C -2.47664 4.90889 -1.61412
H -2.33596 -0.75552 -2.87085
H -0.72389 -2.27574 -3.96716
H 1.67715 -1.67844 -4.06667
H 2.40376 0.57371 -3.32104
H 0.79247 2.11499 -2.34752
H -4.12419 -0.66050 -0.72813
H -6.53657 -1.01893 -0.90732
H -8.01471 0.79593 -1.70745
H -7.06137 2.98565 -2.34362
H -4.63463 3.37317 -2.18741
H -1.18734 2.79437 -3.96462
H -1.07246 4.91131 -5.22538
H -1.86928 7.01345 -4.19637
H -2.77825 7.01055 -1.89544
H -2.86527 4.91106 -0.60299
C 3.58807 -1.24667 2.34184
P 2.42753 -1.55218 0.96247
C 3.62677 -2.23963 -0.26144
C 4.24650 -3.46603 0.00402
C 5.21872 -3.96015 -0.85245
C 5.58870 -3.24652 -1.98661
C 4.99127 -2.02477 -2.25204
C 4.01942 -1.52390 -1.39108
C 1.56035 -3.03801 1.55550
C 1.20417 -4.05542 0.67078
C 0.60568 -5.21417 1.14252
C 0.33098 -5.35453 2.49810
C 0.66643 -4.33718 3.38311
C 1.28129 -3.18531 2.91405
H 4.04800 -2.19274 2.61783
H 3.08805 -0.82160 3.20161
H 4.36054 -0.56261 2.00565
H 3.97872 -4.04568 0.87777
H 5.69464 -4.90758 -0.62755
H 6.34441 -3.64086 -2.65625
H 5.28262 -1.45324 -3.12627
H 3.58315 -0.56162 -1.59881
H 1.41759 -3.95477 -0.38660
H 0.35849 -6.01080 0.45127
H -0.14040 -6.25940 2.86510
H 0.46260 -4.44711 4.44162
H 1.55592 -2.40951 3.61974
C -1.46358 -2.71592 -0.35696
C -1.45451 -1.42542 0.43110
C -1.61254 -1.70048 1.91733
O -0.26192 -0.60392 0.09893
H -2.49721 -3.06828 -0.42021
H -0.86997 -3.48433 0.13171
H -1.08195 -2.57841 -1.36624
H -2.29012 -0.82316 0.10957
H -1.08139 -2.60943 2.19470
H -2.66944 -1.83583 2.14687
H -1.24541 -0.89423 2.53082
C 2.44932 1.52916 4.21960
C 1.00112 1.59613 3.78275
C 0.57709 3.04144 3.65354
C 0.08436 0.83467 4.71141
O 0.87168 0.92734 2.43176
H 2.60609 2.29183 4.98204
H 3.12014 1.73838 3.38829
H 2.69897 0.56515 4.65764
H 0.50247 3.45936 4.65852
H -0.39643 3.13773 3.17853
H 1.31192 3.62120 3.09944
H 0.22432 1.21243 5.72487
H 0.32281 -0.23219 4.70657
H -0.96237 0.96555 4.43127
```

Computed properties:
Gap between HOMO and LUMO ... 6.1 eV
Charge ... +2
E_LUMO ... -6.829 eV

Here are the Mulliken charges for atoms 1 to 5, given in e: -2.952 0.027 -0.147 -0.226 0.000



Record 2
A molecular structure, C38H44OP2W. Source: the OMol25 dataset; level of theory: ωB97M-V/def2-TZVPD.

```
86
Properties=species:S:1:pos:R:3
W 3.94612 -1.48922 1.69444
C 5.33304 -3.04791 0.77427
C 4.28437 -2.69204 -0.13194
C 2.99656 -3.43316 -0.33504
C 1.79613 -3.02706 0.55140
C 2.15733 -2.70097 1.95878
C 3.26275 -3.34506 2.63974
C 3.93214 -4.61652 2.16888
C 5.30620 -4.31182 1.57085
C 3.66594 -0.84303 3.74127
H 6.33521 -2.73457 0.46815
H 4.59003 -2.02877 -0.94781
H 3.15114 -4.52415 -0.31334
H 2.69408 -3.21055 -1.37357
H 1.25906 -2.18272 0.08762
H 1.05914 -3.85302 0.53703
H 1.37334 -2.23627 2.57407
H 3.35618 -3.21615 3.72143
H 3.30945 -5.24377 1.50151
H 4.09721 -5.25016 3.06607
H 6.06779 -4.27189 2.37510
H 5.60764 -5.19821 0.97325
H 4.58056 -0.70466 4.32150
H 2.84251 -1.28543 4.31682
H 3.33908 0.13834 3.34155
P -2.38716 2.51518 -2.52197
P -4.05134 1.99915 0.04143
C -3.59808 1.17086 -2.53995
C -4.38431 1.00608 -1.43979
C -2.66791 3.28425 -4.17466
C -3.26351 2.60755 -5.24802
C -3.39686 3.23097 -6.49437
C -2.95078 4.54460 -6.66934
C -2.41597 5.25478 -5.58570
C -2.30018 4.63854 -4.33841
C -0.82279 1.55842 -2.72071
C -0.35166 0.83573 -1.60504
C 0.78295 0.03455 -1.73271
C 1.45716 -0.04823 -2.95785
C 1.02445 0.72360 -4.04184
C -0.09331 1.55514 -3.91630
C -5.82189 2.46706 0.38355
C -6.43246 3.37653 -0.50729
C -7.81250 3.59659 -0.46114
C -8.59017 2.92331 0.49368
C -7.98689 2.07627 1.42881
C -6.59987 1.87926 1.39432
C -3.79568 0.67601 1.29336
C -3.29611 1.07179 2.55152
C -3.21215 0.14702 3.59158
C -3.59342 -1.18617 3.38195
C -4.02568 -1.59106 2.11594
C -4.09330 -0.67297 1.06065
H -3.65583 0.53582 -3.42905
H -5.28868 0.37902 -1.40839
H -3.63047 1.59068 -5.13023
H -3.84628 2.67897 -7.32329
H -3.02411 5.01698 -7.65053
H -2.08442 6.28756 -5.71681
H -1.91564 5.20058 -3.48639
H -0.88636 0.90680 -0.65300
H 1.14570 -0.52975 -0.87309
H 2.31818 -0.71002 -3.06325
H 1.55532 0.68366 -4.99228
H -0.40888 2.19061 -4.74698
H -5.83091 3.88161 -1.26533
H -8.28607 4.28451 -1.17003
H -9.67118 3.06937 0.51144
H -8.58923 1.56379 2.18748
H -6.14245 1.22834 2.14048
H -2.99133 2.10942 2.70535
H -2.84543 0.46326 4.56757
H -3.52521 -1.91048 4.19524
H -4.30484 -2.63134 1.93398
H -4.39054 -1.00240 0.06505
C 7.93445 -1.85523 2.39363
C 6.74567 -1.10021 2.98068
C 7.18689 0.24207 3.56006
O 5.75978 -0.85935 1.99386
H 8.22945 -1.42236 1.43401
H 7.71701 -2.91919 2.25718
H 8.81633 -1.79000 3.03992
H 6.30267 -1.71871 3.77752
H 7.51264 0.90492 2.75279
H 6.38693 0.73567 4.11689
H 8.04329 0.12933 4.23178
```

Computed properties:
Gap between HOMO and LUMO (spin up / spin down) ... 6.6 / 5.1 eV
Charge ... +2
Multiplicity ... 3
E_LUMO (spin up / spin down) ... -6.491 / -8.048 eV
Energy relative to the best compared isomer or geometry (same formula, charge and spin) ... 0.000 eV

Here are the Mulliken charges for atoms 1 to 5, given in e: 1.128 0.187 -0.991 -0.943 -0.356



Record 3
A molecular structure, C38H45Br2N3O2PTc. Source: the OMol25 dataset; level of theory: ωB97M-V/def2-TZVPD.

```
92
Properties=species:S:1:pos:R:3
Tc 0.51925 0.17846 0.88756
O 4.31082 1.08910 -1.52146
C 4.33139 -0.16500 -2.04429
C 5.08920 -0.37167 -3.18905
C 5.14899 -1.62906 -3.76133
C 4.44384 -2.68864 -3.20539
C 3.69089 -2.47765 -2.06274
C 3.62959 -1.22520 -1.45963
C 2.88242 -0.95578 -0.17650
O 1.96453 0.09714 -0.37080
N 2.14604 -2.14866 0.26997
N 1.02912 -1.88466 0.98045
C 0.39546 -2.79389 1.62274
C -0.83242 -2.51776 2.34732
Br -1.19383 -0.66615 2.71109
C -1.68820 -3.42189 2.83390
C -1.65229 -4.87171 2.62894
C -2.12991 -5.68318 3.66016
C -2.09828 -7.06228 3.54391
C -1.61141 -7.64762 2.38396
C -1.17060 -6.84997 1.33640
C -1.19063 -5.47027 1.45489
H 3.52554 1.18966 -0.96432
H 5.61962 0.46820 -3.61614
H 5.74503 -1.78174 -4.65083
H 4.48548 -3.66992 -3.65665
H 3.13488 -3.30686 -1.64549
H 3.57159 -0.63957 0.62220
H 2.69048 -2.93257 0.60567
H 0.77898 -3.81049 1.66088
H -2.49153 -3.06441 3.46929
H -2.51652 -5.22811 4.56359
H -2.45952 -7.67986 4.35440
H -1.59189 -8.72458 2.28778
H -0.82371 -7.30413 0.41825
H -0.89476 -4.86957 0.60234
C -3.62055 0.28313 0.26068
C -2.80667 -0.78244 -0.47442
C -3.62030 -1.34284 -1.63998
P -1.14993 -0.10585 -0.95416
C -0.64609 -0.98606 -2.48259
C 0.43772 -0.25484 -3.27258
C -0.25030 -2.42810 -2.16647
C -1.36473 1.61552 -1.38859
C -2.08207 2.05215 -2.50026
C -2.24265 3.40193 -2.76671
C -3.03672 3.87934 -3.95001
C -1.65376 4.30940 -1.88327
C -0.93207 3.90012 -0.77870
C -0.77350 2.53413 -0.51568
N -0.02102 2.06527 0.57681
C 0.40131 3.07373 1.52046
C -0.48813 3.48629 2.51751
C -1.90177 2.98933 2.56953
C -0.04661 4.41580 3.44690
C 1.23756 4.95075 3.39548
C 1.70278 5.92456 4.43976
C 2.07299 4.55568 2.36251
C 1.67616 3.62272 1.40985
C 2.62068 3.24808 0.30603
H -4.52159 -0.17433 0.67171
H -3.92607 1.07547 -0.42329
H -3.07312 0.74849 1.07865
H -2.58175 -1.59696 0.22404
H -3.84670 -0.56719 -2.37364
H -4.57417 -1.70868 -1.25736
H -3.13131 -2.16898 -2.15323
H -1.56019 -0.99090 -3.08543
H 1.30786 -0.03784 -2.65985
H 0.06684 0.67954 -3.69189
H 0.76108 -0.89398 -4.09584
H 0.72897 -2.45377 -1.69266
H -0.18365 -2.99819 -3.09370
H -0.96519 -2.93695 -1.51400
H -2.52203 1.32874 -3.17857
H -3.08947 3.11665 -4.72576
H -2.59283 4.77435 -4.38373
H -4.05805 4.12811 -3.65633
H -1.75652 5.37033 -2.07571
H -0.47727 4.62941 -0.12366
H -1.95961 1.90377 2.48501
H -2.49695 3.39109 1.74527
H -2.38024 3.28233 3.50196
H -0.72296 4.73756 4.23047
H 0.88165 6.54690 4.79334
H 2.48307 6.57791 4.05215
H 2.11187 5.39611 5.30295
H 3.06599 4.98501 2.28937
H 3.08235 4.13986 -0.11755
H 2.11149 2.71888 -0.49824
H 3.42202 2.61057 0.68813
Br 2.09648 0.49920 2.78427
```

Computed properties:
Gap between HOMO and LUMO (spin up / spin down) ... 7.0 / 6.4 eV
Charge ... +1
Multiplicity ... 4
E_LUMO (spin up / spin down) ... -3.353 / -4.276 eV

Here are the Mulliken charges for atoms 1 to 5, given in e: -1.011 -0.674 0.431 -0.826 -0.381



Record 4
A molecular structure, C38H45N2O5S2. Source: the OMol25 dataset; level of theory: ωB97M-V/def2-TZVPD.

```
92
Properties=species:S:1:pos:R:3
C -6.97639 -0.50269 0.82534
C -5.74634 -1.17273 0.09346
O -5.86274 -2.35878 -0.14542
N -4.57149 -0.40521 -0.21143
C -3.78363 -1.00001 -1.32619
C -2.35111 -0.33446 -1.45977
C -1.20147 -1.40789 -1.75880
C -0.98606 -1.45495 -3.32391
S 0.45943 -0.46515 -3.91372
O -0.11977 0.76028 -4.51173
O 1.02118 -1.24569 -5.03992
N 1.53860 -0.17991 -2.68501
S 2.83696 0.75357 -3.17453
O 3.52108 0.23769 -4.36695
O 2.34255 2.10906 -3.52616
C 3.94435 1.00216 -1.73137
C 5.44030 0.68631 -1.99581
C 6.19365 1.05628 -3.17401
C 7.62051 0.76836 -3.35308
C 8.34542 0.07585 -2.29591
C 9.87422 -0.20939 -2.43725
C 7.57839 -0.33517 -1.11551
C 6.16173 -0.05016 -0.93877
H -7.88187 -1.11687 0.60511
H -7.17726 0.53335 0.45108
H -6.82966 -0.53138 1.93771
H -3.96735 -0.30928 0.60910
H -3.62784 -2.10330 -1.23116
H -4.36583 -0.78904 -2.26522
H -2.32235 0.37263 -2.33374
H -2.05585 0.16751 -0.50042
H -0.27319 -1.19211 -1.17853
H -1.54200 -2.44288 -1.45987
H -1.88713 -1.05978 -3.86777
H -0.87756 -2.51626 -3.68130
H 3.88882 2.08979 -1.44451
H 3.59124 0.44608 -0.81845
H 5.66443 1.58932 -3.99420
H 8.09450 1.10268 -4.29970
H 10.21621 -0.70469 -1.48419
H 10.09823 -0.86712 -3.31093
H 10.44579 0.75450 -2.54111
H 8.14723 -0.89596 -0.33137
H 5.66079 -0.39255 -0.00884
C 2.39596 -3.43672 0.52942
C 2.18562 -2.06366 0.56577
C 2.18346 -1.39282 1.78305
C 2.40120 -2.09394 2.96363
C 2.61517 -3.46720 2.92655
C 2.60843 -4.13914 1.71010
H 2.39426 -3.95952 -0.41988
H 2.02211 -1.51530 -0.35783
H 2.01273 -0.32254 1.81157
H 2.40413 -1.56919 3.91286
H 2.78653 -4.01432 3.84713
H 2.76995 -5.21057 1.68179
C -0.03119 -3.26462 5.71831
C -1.41878 -3.33239 5.70948
C -2.07668 -4.23116 6.54019
C -1.34665 -5.05609 7.38748
C 0.04094 -4.98576 7.39905
C 0.69900 -4.09324 6.56164
H 0.48174 -2.56632 5.06808
H -1.98824 -2.68429 5.05339
H -3.15891 -4.28838 6.52811
H -1.85992 -5.75393 8.03897
H 0.61037 -5.62818 8.06115
H 1.78174 -4.04240 6.56692
C -0.64177 5.37002 -4.29652
C -1.79684 6.11124 -4.52472
C -2.96454 5.47324 -4.92526
C -2.97951 4.09190 -5.08839
C -1.82530 3.35134 -4.85661
C -0.65498 3.98977 -4.46478
H 0.27001 5.86843 -3.98717
H -1.78598 7.18779 -4.39070
H -3.86351 6.05166 -5.10956
H -3.89185 3.59265 -5.39632
H -1.83499 2.27521 -4.98134
H 0.24559 3.40966 -4.28964
C -4.82601 2.47371 2.07791
C -5.03898 3.84616 2.11424
C -4.97331 4.52839 3.32292
C -4.68497 3.83921 4.49501
C -4.46837 2.46742 4.45846
C -4.54300 1.78386 3.25094
H -4.88061 1.94093 1.13497
H -5.25701 4.38451 1.19921
H -5.14584 5.59799 3.35177
H -4.62895 4.37221 5.43715
H -4.24179 1.93015 5.37246
H -4.37915 0.71223 3.22384
```

Computed properties:
Gap between HOMO and LUMO ... 7.3 eV
Charge ... -1
E_LUMO ... 1.819 eV

Here are the Mulliken charges for atoms 1 to 5, given in e: -0.972 0.471 -0.547 -0.093 -0.534



E per entry: -334075.031 -62549.577 -200270.359 -75022.765 eV
Largest force on an atom per entry: 1.65 4.84 0.39 4.99 eV Å⁻¹